Here is the ion C7H13N2O2S with charge +1 at a distorted geometry from the OMol25 dataset. Energies are from wB97M-V/def2-TZVPD.

Structure (ORCA input):
```
! wB97M-V def2-TZVPD RIJCOSX def2/J DEFGRID3
* xyz 1 1
C -0.2260 1.1916 1.3460
C -0.3517 0.3607 0.2598
C -0.2280 -0.9501 0.4815
C -0.3864 2.0151 -1.4714
C -1.0669 2.6055 -2.6615
C 1.6301 -3.2175 1.3614
C 0.3257 -2.7660 1.9924
N -0.3678 2.4328 1.0763
N -0.8659 0.9382 -0.9327
O -0.4712 -1.9106 -0.4458
O 0.0593 -1.3517 1.7136
S 1.2495 2.4896 -1.1539
H -0.0861 0.7938 2.3021
H -1.3832 3.6606 -2.4416
H -1.9928 2.1592 -3.0722
H -0.4053 2.5777 -3.4786
H 2.3578 -2.3525 1.6671
H 2.0774 -4.1671 1.8182
H 1.5971 -3.1725 0.2422
H 0.2294 -2.9221 3.0754
H -0.5224 -3.3510 1.5707
H -0.3895 3.1098 1.9113
H -0.2322 -1.7032 -1.4370
H -1.7116 0.4766 -1.2632
H 1.1607 3.0534 -2.4599
*
```

Properties
Highest occupied orbital energy ... -12.475 eV
Energy relative to the best compared isomer or geometry (same formula, charge and spin) ... 52.0 kcal per mole

Atomic partial charges in e from the Löwdin method, atoms 1 to 4: C -0.1852; C -0.2325; C -0.3167; C -0.6187